Record 1
{
  "formula": "C50H61CsF6N6OP2Se",
  "method": "wB97M-V/def2-TZVPD",
  "relative_energy_kcal_mol": 25.2,
  "gap_ev": [3.33, 5.78],
  "s_squared": 0.764,
  "charge": -1,
  "multiplicity": 2,
  "species": ["Cs", "O", "N", "C", "C", "C", "C", "C", "C", "C", "P", "C", "C", "C", "C", "C", "C", "C", "C", "C", "C", "C", "C", "H", "H", "H", "H", "H", "H", "H", "H", "H", "H", "H", "H", "H", "H", "H", "H", "F", "P", "F", "F", "F", "F", "F", "C", "C", "N", "C", "C", "N", "H", "H", "H", "H", "H", "H", "C", "C", "C", "C", "C", "C", "C", "C", "C", "C", "C", "C", "N", "H", "H", "H", "H", "H", "H", "H", "H", "H", "H", "H", "H", "H", "H", "H", "H", "H", "C", "C", "C", "C", "N", "C", "Se", "N", "C", "C", "C", "C", "C", "C", "C", "C", "C", "C", "H", "H", "H", "H", "H", "H", "H", "H", "H", "H", "H", "H", "H", "H", "H", "H", "H", "H", "H", "H", "H", "H"],
  "xyz": [[-0.194, 0.463, 0.787], [-2.199, 0.655, 3.876], [-2.822, -0.086, 2.874], [-2.310, -1.249, 2.727], [-2.883, -2.241, 1.844], [-4.088, -1.968, 1.170], [-4.744, -2.928, 0.439], [-4.226, -4.226, 0.382], [-3.024, -4.508, 0.995], [-2.299, -3.532, 1.692], [-0.584, -3.835, 2.255], [0.245, -3.251, 0.750], [1.288, -2.360, 0.909], [1.738, -1.493, -0.190], [2.439, -1.745, -1.494], [0.070, -2.604, -1.581], [-0.332, -3.397, -0.563], [-0.476, -5.670, 2.151], [-0.929, -6.393, 3.257], [-0.784, -7.770, 3.320], [-0.170, -8.448, 2.275], [0.286, -7.741, 1.172], [0.140, -6.361, 1.112], [-2.598, 1.524, 3.776], [-1.454, -1.546, 3.338], [-4.505, -0.974, 1.276], [-5.672, -2.693, -0.069], [-4.759, -5.003, -0.152], [-2.623, -5.512, 0.928], [1.694, -2.155, 1.892], [1.936, -0.481, 0.166], [2.908, -0.834, -1.851], [-0.362, -2.692, -2.569], [-1.139, -4.101, -0.719], [-1.401, -5.861, 4.077], [-1.134, -8.315, 4.189], [-0.045, -9.523, 2.324], [0.759, -8.268, 0.352], [0.510, -5.817, 0.251], [1.250, 2.109, -0.326], [2.010, 2.514, -1.740], [3.211, 1.508, -1.345], [1.228, 1.305, -2.477], [2.754, 3.718, -0.957], [2.755, 2.905, -3.110], [0.780, 3.509, -2.085], [3.607, -1.062, 4.252], [3.071, 0.306, 4.005], [1.982, 0.608, 3.347], [1.872, 1.975, 3.383], [2.913, 2.513, 4.073], [3.675, 1.436, 4.470], [2.925, -1.795, 3.828], [3.700, -1.253, 5.323], [4.589, -1.187, 3.791], [1.039, 2.483, 2.926], [3.178, 3.529, 4.311], [4.533, 1.478, 4.987], [4.872, -2.454, 0.461], [4.516, -3.840, -0.081], [3.753, -4.695, 0.937], [3.890, -3.897, -1.478], [4.330, -5.015, -2.194], [4.033, -5.203, -3.524], [3.353, -4.201, -4.190], [2.897, -3.061, -3.537], [2.382, -1.970, -4.483], [3.316, -0.750, -4.519], [0.925, -1.522, -4.353], [3.071, -2.950, -2.130], [0.977, -1.531, -1.438], [5.541, -2.576, 1.317], [4.006, -1.893, 0.789], [5.391, -1.865, -0.300], [5.482, -4.335, -0.220], [2.736, -4.337, 1.061], [4.255, -4.663, 1.908], [3.712, -5.737, 0.608], [4.953, -5.744, -1.686], [4.380, -6.080, -4.056], [3.197, -4.295, -5.259], [2.458, -2.426, -5.475], [3.175, -0.089, -3.667], [3.096, -0.159, -5.411], [4.363, -1.058, -4.555], [0.757, -0.945, -3.448], [0.254, -2.383, -4.376], [0.683, -0.882, -5.205], [-5.680, 4.123, 1.981], [-5.554, 4.623, 0.543], [-5.408, 3.491, -0.475], [-4.059, 2.763, -0.423], [-2.940, 3.652, -0.667], [-1.975, 3.996, 0.235], [-1.811, 3.331, 1.927], [-1.142, 4.881, -0.367], [0.087, 5.403, 0.212], [-0.119, 6.457, 1.301], [-0.637, 7.817, 0.822], [-2.124, 7.831, 0.459], [-1.553, 5.080, -1.675], [-1.039, 5.863, -2.695], [-1.697, 5.828, -3.915], [-2.822, 5.033, -4.113], [-3.343, 4.253, -3.090], [-2.696, 4.302, -1.865], [-5.896, 4.950, 2.660], [-4.754, 3.654, 2.313], [-6.488, 3.393, 2.064], [-4.697, 5.299, 0.460], [-6.442, 5.205, 0.284], [-5.554, 3.896, -1.479], [-6.192, 2.750, -0.303], [-4.043, 1.974, -1.178], [-3.907, 2.302, 0.552], [0.672, 5.816, -0.608], [0.651, 4.564, 0.620], [0.853, 6.596, 1.781], [-0.794, 6.057, 2.058], [-0.045, 8.153, -0.036], [-0.472, 8.539, 1.626], [-2.331, 7.220, -0.417], [-2.455, 8.848, 0.238], [-2.721, 7.452, 1.292], [-0.144, 6.454, -2.561], [-1.311, 6.418, -4.736], [-3.297, 5.012, -5.085], [-4.199, 3.613, -3.255]],
  "forces_ev_per_angstrom": [[-1.75, -0.96, 0.84], [0.30, -0.40, -0.01], [-0.18, -0.37, -0.32], [0.28, 0.68, 0.94], [-0.60, -1.05, -0.83], [0.36, 0.28, 0.41], [-0.11, -0.41, -0.19], [-0.10, 0.31, 0.01], [-0.04, -0.02, 0.06], [-0.34, 0.42, 0.19], [0.58, 0.10, -0.74], [-0.95, -0.78, 0.14], [0.93, 0.56, 0.30], [0.31, -0.69, 0.13], [0.53, 0.07, -0.13], [-0.23, -0.44, -0.43], [0.15, 0.11, 0.71], [-0.09, 0.00, 0.34], [-0.03, -0.05, -0.10], [-0.02, -0.02, 0.02], [-0.01, -0.04, -0.02], [-0.01, -0.05, 0.03], [0.01, 0.00, -0.09], [-0.10, 0.13, -0.10], [-0.01, 0.07, 0.01], [-0.04, -0.02, -0.02], [0.01, 0.03, 0.03], [0.01, 0.00, -0.01], [0.03, 0.03, -0.03], [0.03, 0.04, 0.05], [0.60, -0.13, -0.37], [0.02, 0.03, 0.02], [0.03, -0.05, 0.21], [-0.02, 0.03, -0.13], [0.03, -0.01, 0.02], [-0.01, 0.01, 0.00], [0.00, 0.01, -0.01], [0.02, 0.03, 0.00], [0.01, 0.08, 0.04], [0.90, 1.21, -0.71], [0.45, -0.22, -0.38], [-0.09, 0.05, 0.02], [0.07, 0.23, 0.18], [-0.05, 0.03, 0.01], [-0.09, 0.05, 0.07], [-0.06, 0.05, 0.02], [0.01, 0.07, 0.00], [0.07, 0.06, 0.04], [-0.18, -0.22, -0.15], [0.04, 0.13, 0.11], [-0.04, 0.02, -0.02], [-0.06, -0.03, -0.06], [0.01, 0.01, -0.03], [0.01, -0.03, -0.01], [-0.01, -0.05, -0.01], [0.00, 0.13, -0.05], [0.00, -0.02, -0.01], [0.05, -0.03, 0.03], [-0.04, -0.11, -0.15], [-0.14, 0.11, 0.16], [0.05, 0.01, -0.06], [0.10, 0.01, -0.11], [-0.03, -0.07, -0.06], [-0.02, 0.01, 0.02], [-0.02, -0.02, -0.03], [-0.02, -0.18, -0.10], [-0.08, 0.18, 0.09], [-0.06, -0.06, -0.01], [0.11, 0.06, -0.23], [-0.10, -0.13, 0.06], [-0.05, 0.64, 0.30], [0.01, 0.03, 0.00], [-0.18, 0.07, 0.04], [-0.01, 0.02, 0.04], [0.01, 0.01, -0.03], [-0.12, 0.07, 0.03], [0.00, -0.02, 0.00], [0.00, 0.02, 0.01], [-0.02, 0.01, 0.04], [0.00, -0.01, 0.03], [-0.03, 0.04, 0.00], [0.04, -0.05, 0.02], [0.00, 0.00, 0.04], [0.04, 0.01, 0.00], [0.00, 0.01, -0.02], [-0.05, -0.03, -0.09], [0.04, 0.08, -0.07], [0.01, -0.01, -0.04], [0.03, 0.05, -0.10], [-0.01, -0.16, 0.07], [0.18, 0.17, 0.05], [-0.37, -0.05, -0.02], [0.23, 0.10, 0.12], [-0.09, 0.06, -0.25], [0.04, 0.31, 0.39], [-0.21, -0.24, 0.00], [0.16, 0.18, 0.32], [-0.11, 0.10, -0.20], [-0.09, -0.15, 0.01], [0.13, 0.04, 0.02], [-0.17, 0.05, -0.14], [-0.01, 0.00, -0.02], [0.17, 0.10, 0.06], [-0.18, -0.14, 0.04], [0.05, -0.01, -0.06], [0.10, 0.12, -0.10], [0.01, -0.02, 0.02], [0.00, -0.03, 0.03], [-0.01, 0.01, 0.03], [-0.03, 0.04, -0.01], [0.03, 0.03, -0.03], [-0.05, -0.04, 0.00], [0.00, -0.04, -0.06], [0.07, -0.02, 0.02], [0.11, 0.00, -0.01], [0.04, -0.10, -0.03], [-0.05, -0.05, -0.09], [0.01, -0.03, -0.01], [0.03, -0.04, 0.07], [0.02, 0.04, 0.03], [0.04, 0.04, -0.05], [-0.06, 0.00, 0.00], [-0.03, -0.01, 0.00], [-0.02, -0.02, -0.02], [0.00, -0.01, 0.00], [0.00, -0.01, 0.00], [0.02, 0.01, 0.00], [-0.01, 0.02, 0.00]]
}



Record 2
{
  "formula": "C20H26N2O4S2",
  "method": "wB97M-V/def2-TZVPD",
  "relative_energy_kcal_mol": 17.3,
  "gap_ev": 8.56,
  "smiles": "COc1cccc(N(CC(=O)NCCSCc2ccc(C)cc2)S(C)(=O)=O)c1",
  "species": ["C", "O", "C", "C", "C", "C", "C", "N", "C", "C", "O", "N", "C", "C", "S", "C", "C", "C", "C", "C", "C", "C", "C", "S", "C", "O", "O", "C", "H", "H", "H", "H", "H", "H", "H", "H", "H", "H", "H", "H", "H", "H", "H", "H", "H", "H", "H", "H", "H", "H", "H", "H", "H", "H"],
  "xyz": [[2.352, 3.322, -0.822], [1.520, 2.979, -1.905], [1.541, 1.701, -2.378], [0.883, 1.494, -3.590], [0.892, 0.238, -4.155], [1.523, -0.825, -3.530], [2.151, -0.638, -2.304], [2.792, -1.705, -1.659], [2.892, -1.711, -0.222], [1.512, -1.684, 0.429], [0.488, -1.835, -0.210], [1.526, -1.526, 1.767], [0.312, -1.298, 2.514], [0.216, 0.142, 3.016], [0.662, 1.366, 1.744], [-0.687, 1.161, 0.518], [-2.029, 1.219, 1.167], [-2.877, 0.121, 1.133], [-4.114, 0.170, 1.751], [-4.529, 1.312, 2.424], [-5.875, 1.376, 3.078], [-3.674, 2.408, 2.460], [-2.440, 2.364, 1.841], [2.882, -3.227, -2.371], [1.194, -3.892, -2.427], [3.391, -3.094, -3.700], [3.639, -4.035, -1.456], [2.160, 0.637, -1.735], [2.267, 4.403, -0.720], [3.395, 3.058, -1.023], [2.028, 2.847, 0.109], [0.395, 2.329, -4.065], [0.400, 0.075, -5.102], [1.548, -1.784, -4.011], [3.392, -2.648, 0.038], [3.509, -0.882, 0.134], [2.399, -1.335, 2.233], [-0.515, -1.518, 1.836], [0.264, -1.982, 3.367], [-0.793, 0.360, 3.366], [0.926, 0.324, 3.823], [-0.538, 1.991, -0.173], [-0.527, 0.223, -0.012], [-2.572, -0.774, 0.608], [-4.764, -0.692, 1.711], [-6.581, 1.891, 2.425], [-6.261, 0.378, 3.275], [-5.825, 1.927, 4.015], [-3.980, 3.304, 2.979], [-1.781, 3.219, 1.882], [0.547, -3.214, -1.881], [1.229, -4.860, -1.945], [0.887, -3.986, -3.459], [2.646, 0.806, -0.789]],
  "forces_ev_per_angstrom": [[0.12, 0.07, 0.23], [-0.22, -0.19, -0.25], [-0.09, -0.12, -0.24], [0.05, 0.15, 0.13], [0.01, 0.06, 0.14], [-0.02, 0.00, 0.03], [-0.37, 0.45, -0.74], [0.28, -0.86, -0.03], [0.00, -0.09, 0.13], [0.27, 0.06, 0.27], [-0.16, -0.05, -0.16], [0.09, -0.25, 0.33], [-0.17, 0.01, 0.09], [0.06, 0.25, -0.55], [-0.10, 0.07, 0.19], [0.44, -0.12, 0.22], [-0.15, -0.05, -0.03], [0.14, 0.13, -0.07], [-0.11, 0.07, 0.11], [0.01, -0.12, 0.00], [-0.03, 0.04, -0.06], [0.04, -0.02, -0.04], [-0.06, -0.03, -0.04], [0.03, -0.45, -0.13], [0.55, 0.38, 0.00], [-0.22, 0.25, -0.10], [-0.20, 0.00, 0.25], [0.13, 0.09, 0.23], [0.04, -0.07, 0.04], [-0.02, -0.01, 0.01], [0.09, 0.03, -0.10], [-0.04, 0.11, -0.07], [-0.04, -0.02, -0.09], [-0.08, -0.01, -0.14], [-0.02, 0.28, 0.23], [-0.05, -0.06, -0.02], [0.02, 0.01, -0.17], [0.09, -0.02, 0.16], [-0.07, 0.01, -0.10], [0.02, -0.06, 0.13], [-0.04, 0.03, 0.07], [0.04, -0.01, -0.06], [-0.11, 0.09, -0.08], [0.07, -0.10, -0.07], [-0.08, -0.08, 0.02], [-0.11, 0.01, 0.03], [-0.07, -0.03, 0.05], [-0.06, 0.01, 0.07], [-0.04, 0.10, 0.07], [0.07, 0.08, 0.02], [-0.08, 0.07, 0.05], [0.08, -0.14, 0.07], [0.03, 0.01, -0.18], [0.05, 0.02, 0.14]]
}



Record 3
{
  "formula": "C3H10S3",
  "method": "wB97M-V/def2-TZVPD",
  "relative_energy_kcal_mol": 14.2,
  "gap_ev": 9.53,
  "smiles": "CCS.CSS",
  "species": ["C", "C", "S", "H", "H", "H", "H", "H", "H", "C", "S", "S", "H", "H", "H", "H"],
  "xyz": [[-0.065, 2.969, 0.260], [1.001, 2.317, -0.587], [0.446, 1.689, -2.297], [-0.445, 3.905, -0.137], [-0.813, 2.196, 0.468], [0.283, 3.205, 1.274], [1.418, 1.402, -0.181], [1.776, 3.039, -0.832], [0.090, 2.935, -2.554], [-0.423, -4.228, 0.132], [-1.563, -3.220, 1.231], [-0.872, -1.398, 1.283], [-0.490, -5.213, 0.578], [-0.989, -4.276, -0.797], [0.523, -3.734, -0.014], [0.122, -1.587, 2.172]],
  "forces_ev_per_angstrom": [[-0.09, -1.09, 0.88], [0.20, -0.16, -1.35], [0.10, 0.53, 1.42], [-0.33, -0.19, -0.34], [-0.52, 0.54, -0.39], [0.49, 0.05, -0.23], [0.16, 0.20, 0.51], [0.31, -0.25, 0.19], [-0.34, 0.34, -0.70], [-2.17, 0.74, 0.02], [-0.28, -2.18, -0.10], [0.95, 1.65, -0.10], [0.78, -0.10, 0.10], [0.41, -0.03, -0.28], [0.36, -0.26, 0.28], [-0.03, 0.20, 0.09]]
}



Record 4
{
  "formula": "C5H8N4O2S",
  "method": "wB97M-V/def2-TZVPD",
  "relative_energy_kcal_mol": 58.8,
  "gap_ev": 7.31,
  "species": ["C", "C", "C", "C", "C", "N", "N", "N", "N", "O", "O", "S", "H", "H", "H", "H", "H", "H", "H", "H"],
  "xyz": [[-1.562, -2.154, 0.878], [-0.718, -1.472, -0.978], [0.383, 1.594, -1.031], [-0.043, -2.619, 1.317], [-1.045, -0.281, -0.106], [-1.559, -0.715, 0.992], [0.820, 2.817, -0.766], [0.755, 0.891, -2.078], [-0.621, 1.072, -0.187], [-1.480, -2.386, -0.541], [-0.449, -1.344, -2.215], [1.010, -1.947, 0.093], [-2.398, -2.788, 1.353], [0.182, -2.200, 2.425], [0.174, -3.762, 1.272], [1.575, 3.233, -1.290], [0.791, 3.205, 0.203], [1.327, 1.363, -2.794], [0.563, -0.142, -2.274], [-0.716, 1.558, 0.741]],
  "forces_ev_per_angstrom": [[1.02, -1.11, -0.24], [2.99, 3.71, -3.07], [-2.22, -2.96, 0.46], [0.02, -0.80, 2.89], [0.50, -0.67, 1.96], [-0.66, 0.68, 0.13], [0.59, 1.86, 1.62], [1.51, 1.67, -0.83], [1.36, 1.20, 0.41], [-3.57, -3.70, 1.72], [0.07, -0.21, -0.43], [1.09, 0.60, -0.15], [1.31, 1.44, -0.81], [-0.58, -1.08, -2.50], [-1.17, 1.91, 0.44], [-0.10, -0.40, -0.20], [-0.37, -0.77, -1.38], [-0.34, -0.31, 0.87], [-1.51, -0.27, 0.51], [0.06, -0.80, -1.40]]
}